Entry 1:
This record from the Open Molecules 2025 dataset describes a single C10H11NO2 molecule at a distorted geometry. The level of theory is wB97M-V/def2-TZVPD.

E   -16124.68015 eV
Charge   0
Energy above the lowest of the compared OMol25 structures with the same formula, charge and spin   927.3 kJ/mol
Highest occupied orbital energy   -9.085 eV

Structure (XYZ):
```
24
C10H11NO2 | the Open Molecules 2025 dataset | wB97M-V/def2-TZVPD
O 0.7702 0.8945 0.3657
O 1.4296 -1.3208 1.5719
N 0.6981 -2.3961 0.9834
C -1.2515 -0.3824 -3.0925
C -0.6846 0.8391 -2.8645
C -1.1059 -1.2304 -2.0605
C 0.2435 0.3698 -0.6575
C -0.1234 -2.1183 0.0976
C -0.1831 2.3764 3.1260
C 0.0019 1.2316 -1.8177
C 0.5675 1.2873 2.6058
C -0.1906 0.9727 1.4256
C -0.2535 -0.8731 -0.7661
H -1.1059 0.2423 1.3949
H -0.8814 1.8911 1.3611
H 1.2265 -0.6345 0.9604
H -0.5408 1.6149 -3.6866
H -1.0498 2.9886 2.7187
H -1.4843 -0.7514 -4.0581
H -1.4370 -2.2628 -2.4016
H 0.0265 2.4390 4.1101
H -0.6762 -3.1788 -0.1074
H 1.4015 0.5122 2.9331
H -0.0865 2.4860 -1.5870
```

---

Entry 2:
This record from the Open Molecules 2025 dataset describes 2 unconnected molecules or ions with the total composition C10H11NO2 at a distorted geometry. The level of theory is wB97M-V/def2-TZVPD.

E   -16126.41258 eV
Charge   0
Energy above the lowest of the compared OMol25 structures with the same formula, charge and spin   760.2 kJ/mol
Highest occupied orbital energy (spin up / spin down)   -8.158 / -8.157 eV

Structure (XYZ):
```
24
C10H11NO2 | the Open Molecules 2025 dataset | wB97M-V/def2-TZVPD
O 0.3144 2.0682 -1.5353
O -1.8075 1.9127 -2.1833
N -0.9167 1.4448 -1.3854
C 1.8798 -0.7065 2.5594
C 1.1912 -0.8299 -2.1209
C -2.4201 -0.0103 -0.4731
C -0.1114 0.0959 0.5522
C 1.8234 0.5461 1.8896
C -0.2335 -1.0917 1.2479
C 0.7796 -1.5626 2.1956
C -0.0284 -1.0994 -2.3367
C -1.0493 0.4523 -0.5169
C 0.9654 0.9338 0.8947
H 0.1854 2.6807 -2.3277
H 1.2290 1.9176 0.5207
H -2.4617 -1.0025 -1.0567
H -2.9682 0.6648 -1.0881
H 0.7585 -2.5397 2.6010
H 2.6371 1.2404 2.2723
H 2.1448 -0.4325 -1.8642
H -0.9090 -1.5176 -2.6614
H -0.9887 -1.8286 1.1477
H 2.8069 -0.9406 3.1991
H -2.8210 -0.3953 0.4696
```

---

Entry 3:
This record from the Open Molecules 2025 dataset describes a single C10H11NO2 molecule at a distorted geometry. The level of theory is wB97M-V/def2-TZVPD.

E   -16127.92413 eV
Charge   0
Energy above the lowest of the compared OMol25 structures with the same formula, charge and spin   614.3 kJ/mol
Highest occupied orbital energy (spin up / spin down)   -8.975 / -6.604 eV

Structure (XYZ):
```
24
C10H11NO2 | the Open Molecules 2025 dataset | wB97M-V/def2-TZVPD
O 0.7775 -1.5017 2.4369
O -0.0363 2.0860 2.7473
N 0.4087 1.3801 1.8580
C 0.2497 -0.6286 -0.5151
C 1.4734 0.1072 0.0597
C -0.0404 -0.5124 -1.8755
C 1.2065 2.6956 -0.0721
C 0.9319 1.4400 0.6928
C -1.3387 -0.9824 -2.2612
C -0.3652 -1.2385 1.7939
C -2.2152 -1.4552 -1.3377
C -0.6925 -1.1264 0.4409
C -1.9633 -1.5888 0.0102
H -1.1342 -1.0951 2.6203
H -1.5343 -1.1928 -3.3374
H 2.2399 -0.5178 0.5905
H -3.2894 -1.7877 -1.7091
H 0.4003 2.8051 -0.9114
H 1.4572 -1.5450 1.8390
H 2.0214 0.4021 -0.8347
H 0.7167 -0.1879 -2.6749
H 1.2590 3.6337 0.5114
H 2.2088 2.6405 -0.6944
H -2.7414 -1.8302 0.6226
```

---

Entry 4:
This record from the Open Molecules 2025 dataset describes a single C10H11NO2S molecule at a distorted geometry. The level of theory is wB97M-V/def2-TZVPD.

E   -26965.67722 eV
Charge   0
Energy above the lowest of the compared OMol25 structures with the same formula, charge and spin   164.6 kJ/mol
Highest occupied orbital energy   -8.601 eV

Structure (XYZ):
```
25
C10H11NO2S | the Open Molecules 2025 dataset | wB97M-V/def2-TZVPD
S 2.9294 4.0283 0.5189
O 0.1578 -0.7569 -1.7083
O -2.0562 -0.3025 0.0281
N 1.6124 2.4752 -1.2738
C 1.5316 -1.1715 0.1990
C 0.4757 -1.3346 2.3487
C 0.9510 0.3613 -2.2241
C 0.4300 1.7030 -1.7383
C 0.1781 -0.8116 -0.3228
C -3.3837 -0.8251 0.4202
C 1.6365 -1.2798 1.5725
C -0.7980 -1.0309 1.8469
C 2.1169 3.1244 -0.4100
C -0.8671 -0.6807 0.5474
H 2.3655 -1.1442 -0.4490
H -3.8265 -0.2661 1.2119
H 2.6097 -1.3950 2.0617
H 1.9089 0.3047 -1.9751
H 0.7839 -1.5859 3.4247
H -0.0561 2.2252 -2.5642
H 0.9708 0.3311 -3.2961
H -4.0707 -0.6611 -0.4236
H -0.4294 1.6353 -1.0550
H -1.6483 -1.0668 2.5304
H -3.5223 -1.8756 0.7299
```